A 14-piece molecular cluster, C50H92Cl2O39 overall at a distorted geometry. Source: OMol25; level of theory: ωB97M-V/def2-TZVPD.

Output
LUMO level	0.2	eV
total charge	0
total energy	-5815.2243	a.u.

Cartesian coordinates (Å):
Cl: 0.68087 6.12823 -3.68519
C: 0.88565 5.57032 -2.01621
C: -0.10266 4.45041 -1.74737
Cl: 0.10885 3.77447 -0.12441
H: 0.85890 6.43312 -1.35917
H: 1.86768 5.10555 -1.91449
H: 0.15019 3.66044 -2.44995
H: -1.13722 4.74583 -1.90326
C: 4.53995 1.84674 0.76869
C: 3.82192 3.06069 0.10396
O: 4.22168 4.13973 0.97945
C: 4.65769 3.64981 2.15798
O: 4.95246 4.31808 3.08250
O: 4.77804 2.30642 2.09624
H: 5.42293 1.66577 0.15556
H: 3.91209 0.96338 0.78850
H: 2.73868 2.97948 0.05846
H: 4.28624 3.28664 -0.85612
C: -2.08034 5.27641 3.77107
C: -2.19938 4.65175 2.38476
O: -2.16447 3.24643 2.63835
C: -2.45871 3.03750 3.94005
O: -2.64249 1.97604 4.41089
O: -2.50393 4.19739 4.61202
H: -2.65424 6.19955 3.85067
H: -1.05613 5.56376 4.01371
H: -1.28884 4.86328 1.82608
H: -3.03954 4.95562 1.76222
C: 4.76806 -2.51300 -6.95728
C: 3.89111 -1.24293 -7.17267
O: 3.94558 -0.65156 -5.87135
C: 4.26526 -1.58205 -4.95080
O: 4.22760 -1.40346 -3.78043
O: 4.71085 -2.71287 -5.54572
H: 5.78090 -2.23568 -7.26360
H: 4.42334 -3.38073 -7.50631
H: 2.90275 -1.55498 -7.50269
H: 4.35884 -0.56296 -7.87467
C: -1.65107 2.86628 -6.48899
C: -1.18302 4.02855 -5.60838
O: -0.35168 3.39399 -4.62668
C: -0.66142 2.07674 -4.59952
O: -0.28333 1.28423 -3.79083
O: -1.49583 1.75090 -5.59430
H: -1.10801 2.72627 -7.42420
H: -2.71906 2.90551 -6.70106
H: -2.04756 4.53284 -5.17726
H: -0.56552 4.74280 -6.14455
C: 3.23651 -6.91019 -0.37359
C: 1.87744 -7.03652 0.26238
O: 1.24055 -5.75630 0.35530
C: 0.14524 -5.67235 1.05604
O: -0.35861 -6.52698 1.70657
O: -0.28381 -4.42695 0.95255
C: -1.52992 -4.16905 1.55763
H: 3.11911 -6.72405 -1.44011
H: 3.82024 -7.81282 -0.20656
H: 3.77804 -6.07632 0.07664
H: 1.83096 -7.57697 1.21470
H: 1.22055 -7.68864 -0.34026
H: -2.30567 -4.64402 0.94428
H: -1.81731 -3.12457 1.52175
H: -1.64266 -4.51461 2.57759
C: -0.56192 -3.39311 7.79765
C: -1.03447 -3.98035 6.48075
O: -2.39726 -3.54549 6.26043
C: -2.69078 -2.97389 5.09584
O: -1.92643 -2.74054 4.24142
O: -3.97728 -2.70482 5.14443
C: -4.54552 -1.91236 4.12713
H: -0.13386 -2.40963 7.59629
H: 0.21882 -3.99495 8.26082
H: -1.38159 -3.25612 8.49948
H: -1.14644 -5.06542 6.49453
H: -0.33032 -3.68938 5.71306
H: -5.20559 -1.15991 4.55968
H: -5.25177 -2.43587 3.47345
H: -3.80315 -1.42027 3.50528
C: 3.44190 -0.57044 3.60005
C: 2.60090 -1.81114 3.93713
O: 3.30246 -2.92072 3.34667
C: 2.85294 -4.15256 3.45929
O: 3.33669 -5.01344 2.81663
O: 1.86500 -4.26573 4.31595
C: 1.27491 -5.53976 4.52010
H: 3.79919 -0.52622 2.57705
H: 4.27580 -0.60009 4.30645
H: 2.88832 0.32217 3.89168
H: 1.55800 -1.76312 3.61994
H: 2.65674 -1.85368 5.03161
H: 0.76500 -5.60582 5.46992
H: 2.02434 -6.32073 4.41248
H: 0.50368 -5.70237 3.76515
C: 2.40721 0.73561 -2.21670
C: 1.13446 0.58978 -1.41843
O: 1.49119 0.85364 -0.03578
C: 0.66119 0.56287 0.95413
O: 0.94627 0.88108 2.05803
O: -0.42452 -0.07100 0.60842
C: -1.48563 -0.09104 1.54299
H: 2.23804 0.36867 -3.23141
H: 3.20431 0.09443 -1.83911
H: 2.73807 1.77061 -2.29578
H: 0.68920 -0.38075 -1.61360
H: 0.35758 1.31909 -1.66028
H: -1.13127 -0.22604 2.56310
H: -2.19465 -0.86240 1.27566
H: -1.97642 0.88223 1.49837
C: -4.85062 5.71481 -5.25178
C: -5.31664 5.33902 -3.85944
O: -4.27196 4.85285 -3.02128
C: -4.05385 3.56915 -3.05626
O: -4.57051 2.83167 -3.77314
O: -3.27011 3.26712 -2.06440
C: -2.90459 1.89272 -1.98146
H: -4.12664 6.53414 -5.22162
H: -5.64859 5.91483 -5.95907
H: -4.26767 4.87847 -5.65945
H: -6.10843 4.59123 -3.95870
H: -5.73053 6.20165 -3.33777
H: -3.75954 1.24841 -1.77808
H: -2.19230 1.72385 -1.17606
H: -2.43956 1.53786 -2.90008
C: 1.82543 -2.88103 -1.62613
C: 2.50558 -2.58018 -0.30286
O: 3.57963 -3.45132 -0.09768
C: 4.63981 -2.96268 0.53304
O: 4.92826 -1.80666 0.65140
O: 5.34316 -3.99875 0.94131
C: 6.57591 -3.78595 1.58776
H: 0.88692 -2.32795 -1.63065
H: 1.56252 -3.93484 -1.72983
H: 2.47455 -2.58446 -2.45279
H: 1.77416 -2.69834 0.49885
H: 2.75416 -1.51772 -0.28633
H: 6.47068 -2.93687 2.25772
H: 7.35159 -3.62373 0.84107
H: 6.82781 -4.68226 2.14304
C: 1.11786 7.14109 7.82679
C: -0.01649 6.43857 7.09705
O: 0.43901 5.67716 5.94906
C: 1.16080 4.58484 6.06133
O: 1.57610 4.14200 7.08579
O: 1.39551 4.08615 4.86184
C: 2.01433 2.80837 4.79043
H: 1.74509 7.74008 7.17713
H: 1.63675 6.36449 8.38303
H: 0.62871 7.80732 8.54512
H: -0.75786 7.12732 6.69097
H: -0.54400 5.70391 7.71418
H: 3.08865 2.86968 5.00394
H: 2.04288 2.34949 3.80053
H: 1.51887 2.10455 5.45807
C: -6.08478 0.46251 2.44116
C: -6.19646 -0.07197 1.03637
O: -5.29792 -1.17517 0.89847
C: -5.48498 -1.93627 -0.17308
O: -6.50499 -2.04266 -0.80829
O: -4.36147 -2.60056 -0.43016
C: -4.33300 -3.42115 -1.58160
H: -6.29781 1.53620 2.39935
H: -5.12762 0.46137 2.95704
H: -6.80750 -0.01432 3.10234
H: -5.90290 0.70841 0.32517
H: -7.21273 -0.30987 0.72756
H: -3.49987 -4.11309 -1.51379
H: -4.13841 -2.81728 -2.47782
H: -5.26274 -3.95216 -1.78096
C: -1.86979 -2.33700 -9.16233
C: -1.81965 -0.90135 -8.53800
O: -1.56490 -0.94071 -7.12038
C: -0.31707 -1.13381 -6.75315
O: 0.61480 -1.04865 -7.46863
O: -0.30639 -1.28937 -5.46951
C: 0.92720 -1.67184 -4.84808
H: -2.00848 -3.11960 -8.42994
H: -0.89859 -2.47129 -9.64637
H: -2.62061 -2.28694 -9.94983
H: -2.82606 -0.49220 -8.64822
H: -1.11910 -0.28006 -9.09635
H: 1.58885 -0.81413 -4.74399
H: 1.30602 -2.56411 -5.34144
H: 0.66444 -1.91439 -3.81869